Record 1
94
Properties=species:S:1:pos:R:3:forces:R:3:mulliken_charge:R:1 method="wB97M-V/def2-TZVPD" gap_ev=8.19 lumo_energy_ev=-2.88 total_charge=+1
C -5.3201 -0.1931 -0.3320 0.281 0.077 -0.213 -1.172
C -4.9612 -1.5415 -0.9810 0.001 -0.054 0.438 -0.762
I -5.6403 -1.6275 -3.0060 -0.111 -0.084 -0.100 0.030
C -3.4846 -1.9618 -0.8673 -0.121 -0.086 -0.203 -0.371
N -2.6422 -1.5052 -1.9741 0.522 0.137 0.588 0.570
C -1.4523 -2.2784 -2.2486 -0.266 0.184 -0.054 -2.209
C -0.2327 -2.0471 -1.3146 0.084 -0.997 -0.255 1.383
N -0.2258 -2.8738 -0.1367 0.041 0.498 0.138 -0.485
C 1.0777 -2.2800 -2.0821 0.040 -0.024 0.159 -1.035
C 2.3786 -2.3363 -1.2715 0.170 0.110 -0.171 -0.653
C 2.9606 -0.9686 -0.9079 0.273 -0.398 0.118 0.197
O 4.3159 -1.1489 -0.5068 -0.301 0.109 0.004 -0.523
N -0.2833 -0.5808 -0.8163 -0.022 0.494 0.332 0.387
N -0.9556 -0.4993 0.4384 -0.147 0.446 0.139 -0.672
C -0.3063 -0.4656 1.4864 0.040 -0.664 -0.720 0.489
O 0.2363 -0.5060 2.4942 0.107 0.264 0.373 -0.427
C -0.9716 0.4090 -1.7577 -0.022 0.197 -0.016 0.798
N -0.1327 0.5100 -2.9286 -0.066 -0.358 -0.019 -0.354
P -1.0883 2.0893 -0.8726 -0.891 0.602 0.002 -0.134
P 0.3930 3.3934 -1.8143 0.485 -0.279 -0.058 0.802
O 1.7019 2.8576 -2.2316 -0.231 0.247 0.154 -0.464
O 0.4844 4.5413 -0.6972 0.041 -0.271 -0.187 -0.515
O -0.4763 4.0288 -2.9994 0.326 -0.308 0.111 -0.508
C -2.4278 -0.0673 -2.0271 -0.062 -0.226 -0.238 -1.501
H -6.2305 -0.2782 0.2584 -0.045 0.063 -0.132 0.301
H -5.4428 0.6021 -1.0714 -0.096 -0.076 0.106 0.431
H -4.5209 0.1182 0.3442 -0.041 -0.081 0.159 0.232
H -5.5330 -2.3212 -0.4785 0.050 0.052 -0.076 0.779
H -3.1439 -1.6135 0.1158 -0.021 -0.055 -0.084 0.204
H -3.4405 -3.0553 -0.8607 0.003 0.085 -0.081 0.374
H -1.6872 -3.3420 -2.1582 -0.021 0.106 -0.099 0.557
H -1.1549 -2.1153 -3.2932 0.008 0.028 0.049 0.447
H -1.1265 -2.9159 0.3250 -0.082 -0.238 -0.094 0.013
H 0.1069 -3.8053 -0.3483 0.011 0.026 0.044 0.443
H 1.1940 -1.5197 -2.8542 -0.009 -0.119 -0.065 0.271
H 0.9360 -3.2353 -2.5998 0.012 0.099 0.020 0.453
H 2.3053 -2.9519 -0.3735 -0.099 0.029 -0.076 0.337
H 3.1244 -2.8142 -1.9150 -0.017 0.063 0.080 0.451
H 2.4224 -0.5000 -0.0666 -0.106 0.057 -0.175 0.123
H 2.9374 -0.3083 -1.7826 -0.170 0.108 0.166 0.027
H 4.4270 -0.7540 0.3607 0.213 -0.024 0.014 0.375
H 0.6807 -0.2376 -0.7334 0.015 -0.098 -0.062 0.205
H -0.4710 1.2616 -3.5225 0.169 0.115 0.118 0.392
H -0.2144 -0.3276 -3.4990 -0.126 0.076 -0.069 0.255
H -0.3866 1.8934 0.3254 0.301 -0.074 -0.116 -0.066
H 1.4069 4.5977 -0.4046 -0.063 0.154 0.022 0.335
H 0.0962 4.1386 -3.7757 -0.131 0.183 -0.011 0.351
H -3.1248 0.4327 -1.3562 0.092 -0.106 0.017 0.633
H -2.6481 0.3057 -3.0386 -0.047 0.037 0.112 0.228
C -2.8395 -1.4930 5.5100 -0.179 -0.086 -0.062 -0.571
C -3.8423 -2.5795 5.9296 0.018 0.033 -0.057 -0.767
C -4.5057 -3.1130 4.6495 -0.056 0.005 0.162 -0.812
S -3.2897 -2.9005 3.3429 0.105 -0.064 0.240 1.308
O -3.7750 -1.9442 2.3709 -0.053 0.030 -0.117 -0.575
O -2.7977 -4.1763 2.8833 -0.001 0.036 -0.174 -0.793
C -2.0579 -2.0932 4.3488 0.084 0.051 0.149 0.336
H -2.1805 -1.1966 6.3226 0.007 -0.007 0.014 0.440
H -3.3728 -0.6015 5.1762 0.038 0.040 -0.015 0.280
H -3.3184 -3.3901 6.4389 0.011 -0.005 -0.019 0.319
H -4.5917 -2.1906 6.6163 -0.009 -0.019 0.003 0.367
H -4.7600 -4.1686 4.7027 -0.010 -0.002 -0.063 0.393
H -5.3835 -2.5345 4.3673 0.032 0.024 -0.052 0.359
H -1.5513 -1.3644 3.7274 0.006 0.040 0.051 -0.777
H -1.3595 -2.8622 4.6796 0.004 -0.003 -0.006 0.443
C 5.5630 1.4459 -5.5924 -0.028 -0.036 0.046 -0.594
C 5.4521 1.4557 -4.0604 0.000 -0.030 -0.067 -0.670
C 5.1283 0.0236 -3.6203 0.050 0.253 0.142 -0.040
S 5.8242 -1.0618 -4.8748 0.028 0.041 0.063 1.168
O 4.7311 -1.7412 -5.5284 -0.018 -0.041 0.001 -0.660
O 6.9246 -1.8088 -4.3283 -0.032 -0.072 -0.040 -0.678
C 6.4262 0.2393 -5.9476 -0.023 0.140 -0.059 -0.746
H 5.9955 2.3691 -5.9746 0.003 0.001 -0.003 0.375
H 4.5716 1.3312 -6.0362 0.005 0.002 -0.018 0.283
H 6.4039 1.7661 -3.6255 0.018 -0.012 -0.022 0.319
H 4.6897 2.1533 -3.7149 -0.006 -0.011 0.016 0.269
H 5.5619 -0.2360 -2.6576 -0.039 -0.106 -0.008 0.394
H 4.0568 -0.1667 -3.6101 0.000 -0.016 -0.089 -0.210
H 6.3325 -0.0910 -6.9793 0.003 -0.071 0.021 0.416
H 7.4745 0.4012 -5.6989 0.003 -0.019 0.012 0.342
C 1.1680 4.0180 3.4823 -0.051 0.009 -0.010 -0.321
C 0.2722 4.8770 4.3855 0.005 -0.038 -0.002 -0.677
C -1.1160 4.2261 4.4054 0.048 0.162 0.039 -0.789
S -0.8451 2.4711 4.1303 0.015 0.050 0.183 1.205
O -1.4534 2.0984 2.8707 0.098 -0.147 -0.242 -0.557
O -1.1575 1.7134 5.3134 -0.037 -0.110 -0.061 -0.726
C 0.9306 2.5727 3.9096 0.109 0.126 -0.072 -0.554
H 2.2180 4.2907 3.5749 -0.001 0.006 -0.001 0.421
H 0.8738 4.1497 2.4372 0.001 -0.012 0.001 0.016
H 0.6865 4.8984 5.3945 0.000 -0.018 0.003 0.317
H 0.2114 5.9052 4.0344 -0.001 0.005 0.008 0.366
H -1.6316 4.3407 5.3554 -0.041 -0.047 -0.013 0.383
H -1.7507 4.5810 3.5956 -0.003 -0.065 -0.028 0.374
H 1.2351 1.8283 3.1776 -0.050 -0.033 0.043 0.201
H 1.3886 2.3548 4.8739 -0.024 -0.010 0.014 0.401

=====

Record 2
80
Properties=species:S:1:pos:R:3:forces:R:3:mulliken_charge:R:1 method="wB97M-V/def2-TZVPD" relative_energy_kcal_mol=27.3 gap_ev="2.93 / 4.27" lumo_energy_ev="-15.62 / -14.50" total_charge=+4
Pb -0.0872 0.5787 0.1925 0.632 -0.079 -0.313 1.352
P -0.7325 -2.3653 -2.0986 -0.164 -0.498 0.186 1.018
P 1.8609 0.9699 -1.9078 1.637 0.174 0.130 0.875
P -1.8508 1.7124 -1.9913 -1.503 0.745 0.283 0.605
H -1.8297 0.1061 4.5771 -0.504 -0.162 0.004 0.262
C -2.9127 0.2852 4.5695 -0.488 0.277 -0.393 -0.543
C -3.7659 -0.2194 3.6660 0.584 0.181 0.207 -0.473
H -3.4333 -0.9117 2.8770 -0.218 0.254 0.385 0.215
C 0.1358 -3.8006 -1.4610 0.388 -0.068 0.141 -0.962
C -0.2774 -1.9551 -3.7797 0.127 0.317 -0.219 -0.793
C -2.4979 -2.5727 -1.8735 -0.180 0.217 0.021 -1.071
C 2.9739 2.2238 -1.1825 -0.251 0.170 0.267 -1.290
C 2.9793 -0.4663 -2.1401 -0.284 -0.466 0.251 -1.068
C 1.6276 1.5891 -3.6138 -0.806 -0.019 0.026 -1.232
C -3.5308 1.6794 -1.2515 0.105 -0.391 0.227 -0.988
C -2.1917 1.3597 -3.7456 0.549 -0.538 -0.095 -1.363
C -1.5235 3.5082 -1.9598 0.709 -0.055 0.149 -0.940
H -3.2989 0.9663 5.3373 0.268 -0.347 -0.179 0.295
H -4.8309 0.0305 3.7094 0.374 -0.255 -0.035 0.301
H -0.3580 -4.1612 -0.5465 0.117 0.172 -0.307 0.286
H 1.1812 -3.5363 -1.2300 -0.349 -0.111 -0.099 0.282
H 0.1405 -4.6166 -2.1971 -0.093 0.235 0.068 0.515
H 0.7964 -1.7268 -3.8406 -0.316 -0.146 0.027 0.205
H -0.8535 -1.0844 -4.1322 0.175 -0.344 0.137 0.175
H -0.4850 -2.8043 -4.4426 -0.023 0.068 0.146 0.526
H -2.6997 -2.7011 -0.7985 0.015 -0.035 -0.333 0.429
H -2.8394 -3.4672 -2.4153 0.062 0.228 0.112 0.456
H -3.0404 -1.6865 -2.2413 0.144 -0.376 0.072 0.290
H 3.8016 2.4257 -1.8782 -0.236 -0.056 0.185 0.491
H 3.3792 1.8735 -0.2236 -0.087 0.085 -0.254 0.280
H 2.4105 3.1495 -1.0027 0.237 -0.111 -0.072 0.398
H 4.0278 -0.1400 -2.2344 -0.408 -0.002 -0.029 0.482
H 2.7021 -1.0339 -3.0369 0.131 0.184 0.142 0.507
H 2.8977 -1.1390 -1.2737 0.124 0.155 -0.236 -0.005
H 2.5921 1.9094 -4.0383 -0.192 -0.157 0.293 0.509
H 0.9394 2.4457 -3.6094 0.266 -0.168 -0.128 0.326
H 1.2056 0.7960 -4.2455 0.112 0.243 0.090 0.317
H -4.1047 2.5451 -1.6185 0.123 -0.368 0.050 0.489
H -3.4641 1.7310 -0.1516 -0.130 -0.012 -0.423 0.133
H -4.0370 0.7435 -1.5395 0.043 0.382 0.196 0.359
H -2.8618 2.1170 -4.1688 0.060 -0.026 0.203 0.505
H -2.6645 0.3749 -3.8395 -0.002 0.217 -0.039 0.404
H -1.2554 1.3546 -4.3145 -0.225 0.064 -0.032 0.333
H -2.4464 4.0346 -2.2344 0.212 -0.114 -0.027 0.529
H -0.7256 3.7517 -2.6732 -0.213 0.128 0.201 0.362
H -1.2091 3.8195 -0.9527 -0.115 0.020 -0.335 0.077
C -1.2677 3.5856 1.8990 0.158 -0.475 -0.146 0.618
C -1.3483 4.9980 1.8422 -0.169 1.686 -0.001 -0.367
C -2.5627 5.6549 2.0430 1.414 0.074 -0.193 -0.591
C -3.7188 4.9192 2.3351 -0.516 0.354 0.222 -0.463
C -3.6477 3.5223 2.4429 0.985 -1.285 -0.078 -0.417
C -2.4347 2.8681 2.2318 -1.680 -0.387 0.353 -0.438
S 0.2275 2.7727 1.6235 -0.059 0.818 0.314 -0.137
H -0.3741 -1.2633 -1.2673 -0.070 -0.657 -0.573 -0.657
H -0.4384 5.5805 1.6613 -0.379 -0.174 0.002 0.484
H -2.6028 6.7472 2.0047 0.057 -0.400 -0.025 0.475
H -4.6717 5.4349 2.5281 0.493 -0.234 -0.144 0.467
H -4.5284 2.9498 2.7255 0.176 0.067 -0.059 0.518
H -2.3612 1.7885 2.3699 -0.234 0.242 0.053 0.383
C 4.0690 -0.4543 1.4107 0.140 0.372 -0.040 -0.773
N 3.5542 -1.7578 1.7742 -1.194 0.702 -0.469 0.091
C 4.4652 -2.8809 1.7278 0.394 -0.478 -0.162 -0.492
C 3.9671 -3.9652 2.6455 0.457 -0.286 0.547 -0.747
C 2.5349 -4.3121 2.3382 0.309 -0.654 0.020 -0.496
N 1.7230 -3.1185 2.2302 -0.660 1.088 -0.599 0.176
C 0.2933 -3.3091 2.3845 -0.284 -0.015 0.109 -0.994
C 2.2074 -1.9254 1.8019 0.890 -1.111 0.181 0.374
O 1.4329 -0.9763 1.4524 -0.743 1.022 -0.332 -0.440
H 3.9729 -0.2555 0.3315 0.147 -0.061 0.280 0.018
H 5.1312 -0.4273 1.6778 -0.306 0.120 -0.075 0.389
H 3.5352 0.3312 1.9595 0.222 -0.184 -0.079 0.301
H 4.5549 -3.2704 0.6973 0.015 0.217 0.211 0.240
H 5.4473 -2.5104 2.0315 -0.114 -0.217 -0.009 0.391
H 4.0472 -3.6333 3.6850 0.041 -0.037 -0.096 0.321
H 4.5929 -4.8541 2.5309 -0.099 0.092 0.093 0.373
H 2.1037 -4.9337 3.1298 0.132 0.063 -0.150 0.379
H 2.4836 -4.8917 1.3994 -0.149 0.158 0.186 0.249
H -0.1279 -3.9033 1.5577 0.107 0.053 0.232 0.213
H 0.1169 -3.8585 3.3201 -0.040 0.181 -0.307 0.389
H -0.2199 -2.3444 2.4297 0.153 -0.265 0.078 0.304

=====

Record 3
82
Properties=species:S:1:pos:R:3:forces:R:3:mulliken_charge:R:1 method="wB97M-V/def2-TZVPD" gap_ev=7.82 lumo_energy_ev=-0.41
C -2.5585 -0.6302 -4.9412 -0.305 -0.481 -0.166 -0.547
O -1.5172 -0.1819 -5.8057 -0.184 0.613 0.026 -0.414
C -0.8943 1.0078 -5.3295 0.621 -0.438 1.243 -0.937
C -0.2644 0.6889 -3.9368 -0.582 1.027 -0.542 0.374
C -0.8870 1.1015 -2.7501 1.677 -1.057 -0.342 -0.242
C -0.2992 0.7523 -1.4426 0.521 -0.271 -1.880 -0.539
C 0.8953 0.0303 -1.4113 -1.102 0.496 0.970 -0.101
N 1.4440 -0.2621 -0.0983 0.476 0.189 -1.237 -0.657
C 1.5584 -0.4215 -2.6302 -0.879 0.554 0.532 0.492
N 2.7003 -1.1571 -2.6178 -1.672 0.918 -2.688 -0.430
S 2.9311 -1.3717 -4.2489 0.219 -0.042 0.000 0.113
N 1.6925 -0.5830 -4.9884 0.103 0.035 2.461 -0.605
C 0.9728 -0.0791 -3.9448 0.180 -0.329 1.549 0.524
H -2.2050 -1.2482 -4.0925 0.065 0.500 -0.430 0.256
H -3.2068 -1.2914 -5.5571 0.317 0.589 0.352 0.194
H -3.1483 0.2171 -4.5274 0.213 -0.471 -0.320 0.307
H -1.6066 1.8601 -5.2352 0.208 -0.568 -0.045 0.415
H -0.0880 1.3017 -6.0328 -0.588 -0.372 0.252 0.407
H -1.8349 1.6600 -2.8205 0.627 -0.307 0.115 0.336
H -0.8143 1.0670 -0.5228 0.519 -0.329 -0.439 0.465
H 2.1653 0.4572 0.0623 -0.290 -0.451 0.331 0.275
H 1.9499 -1.1483 -0.1745 0.105 0.353 0.224 0.320
C -4.7194 -4.0641 -1.8256 0.207 -0.074 0.192 -1.088
C -5.0073 -2.5968 -2.1002 -0.356 -0.476 -0.417 0.272
C -6.4908 -2.3603 -2.3375 -0.088 0.230 0.087 -1.320
O -4.2670 -2.1700 -3.2443 0.075 0.180 0.243 -0.406
H -5.0085 -4.6843 -2.6794 -0.129 0.060 0.018 0.337
H -3.6507 -4.2218 -1.6672 -0.031 0.058 0.046 0.341
H -5.2590 -4.4136 -0.9426 -0.015 -0.020 -0.043 0.231
H -4.6696 -1.9923 -1.2564 0.125 0.076 -0.150 0.253
H -6.8388 -2.9232 -3.2087 0.045 -0.106 0.070 0.351
H -6.6823 -1.3054 -2.5429 0.032 -0.017 0.065 0.323
H -7.0825 -2.6602 -1.4705 -0.007 -0.016 -0.044 0.384
H -4.5565 -2.6972 -3.9980 -0.011 -0.003 0.074 0.315
C 6.2857 -1.3193 -1.0070 -0.071 0.243 -0.220 -1.176
C 5.7838 -1.4304 0.4197 0.027 -0.651 -0.231 0.396
C 6.6476 -2.3727 1.2437 -0.021 0.040 0.245 -1.328
O 4.4297 -1.9032 0.4100 -0.016 0.320 0.264 -0.484
H 6.2542 -2.2932 -1.5049 0.071 -0.030 0.083 0.310
H 5.6390 -0.6477 -1.5746 0.048 0.006 0.017 0.249
H 7.3093 -0.9415 -1.0485 -0.017 -0.029 0.012 0.404
H 5.7754 -0.4421 0.8830 -0.243 -0.048 0.015 0.241
H 6.6328 -3.3818 0.8212 0.051 0.060 -0.108 0.347
H 6.2659 -2.4490 2.2634 0.025 0.068 -0.023 0.323
H 7.6826 -2.0271 1.2833 -0.013 -0.038 -0.010 0.375
H 4.4201 -2.7772 0.0033 0.067 0.075 -0.031 0.335
C -5.7157 -8.1540 1.0654 0.023 -0.017 -0.254 -1.265
C -5.4128 -6.7723 1.6242 -0.296 -0.469 0.464 0.558
C -4.7484 -6.8599 2.9896 0.168 0.184 0.044 -1.322
O -6.6242 -6.0248 1.7299 0.088 0.283 -0.239 -0.547
H -6.4042 -8.6952 1.7211 0.097 0.020 0.092 0.321
H -6.2009 -8.0747 0.0909 0.071 0.030 0.006 0.322
H -4.8042 -8.7445 0.9544 -0.040 -0.018 0.016 0.363
H -4.7619 -6.2322 0.9338 -0.158 0.123 -0.001 0.211
H -5.4048 -7.3582 3.7090 0.006 -0.103 -0.089 0.330
H -4.5465 -5.8616 3.3816 0.035 -0.020 -0.068 0.332
H -3.8075 -7.4111 2.9370 -0.031 -0.005 0.035 0.360
H -7.2084 -6.4922 2.3377 0.050 0.011 -0.033 0.342
C 3.9316 4.3281 2.6912 0.297 0.113 -0.074 -1.127
C 3.1701 3.7167 1.5264 -0.311 0.017 0.690 0.402
C 1.7267 4.1951 1.4984 -0.115 0.016 -0.278 -1.141
O 3.1971 2.2921 1.6295 0.147 -0.150 -0.390 -0.456
H 3.4809 4.0390 3.6463 -0.121 0.034 -0.055 0.322
H 4.9624 3.9683 2.7057 -0.031 0.001 -0.061 0.346
H 3.9423 5.4182 2.6274 -0.031 -0.068 0.057 0.255
H 3.6622 3.9794 0.5881 0.014 -0.203 -0.011 0.228
H 1.2027 3.9005 2.4128 0.093 0.059 0.056 0.309
H 1.1887 3.7415 0.6632 0.053 0.031 -0.012 0.278
H 1.6730 5.2813 1.4006 -0.005 -0.019 0.043 0.307
H 2.7642 2.0460 2.4551 0.014 0.016 -0.051 0.306
C 1.1864 7.0395 4.2294 0.010 -0.251 0.059 -1.037
C 2.5474 7.7138 4.3086 -0.534 0.378 -0.289 0.428
C 2.4184 9.1693 4.7300 0.212 0.088 0.132 -1.378
O 3.1928 7.6401 3.0369 0.247 -0.134 0.055 -0.536
H 0.5517 7.5325 3.4871 0.019 0.104 0.074 0.324
H 1.2922 5.9992 3.9169 0.031 0.021 0.067 0.087
H 0.6764 7.0639 5.1944 -0.020 0.013 -0.040 0.413
H 3.1806 7.1802 5.0201 0.116 -0.029 -0.176 0.279
H 1.8243 9.7320 4.0039 -0.096 -0.092 0.031 0.350
H 3.4004 9.6437 4.7735 -0.013 -0.059 0.047 0.337
H 1.9447 9.2568 5.7096 -0.011 0.025 -0.037 0.373
H 2.6437 8.1085 2.3974 0.018 0.001 0.067 0.336